Computed, not measured: a cluster of 3 separate species, C21H40NO9P in total, with ωB97M-V with the def2-TZVPD basis set.

**HOMO-LUMO gap**: 9.17 eV
**E_tot**: -1897.4411 Ha
**E_HOMO**: -0.3230 Eh
**SMILES string**: CCC[C@]1(P(=N)(O)O)OC(=O)O[C@@]1(CCOC=O)CC(C)C.C1CCOC1.C1CCOC1

Geometry as XYZ:
```
72
Properties=species:S:1:pos:R:3:forces:R:3:mulliken_charge:R:1
C 3.3624 5.1053 0.4081 -0.3 0.0 0.5 -0.885
C 1.9745 4.4455 0.2653 0.3 0.0 -0.8 -0.914
C 2.0883 3.0272 -0.3318 0.1 0.2 0.1 -1.258
C 2.3496 1.9304 0.7105 0.4 -0.9 0.9 1.918
P 0.7609 1.0052 1.0115 -2.0 0.7 -0.2 0.701
N -0.4383 1.9737 0.8805 0.3 -0.2 -0.2 -0.922
O 0.7776 0.3377 2.4892 0.7 -0.3 -0.7 -0.562
O 0.6475 -0.2333 -0.0557 0.6 0.1 0.9 -0.561
O 2.6308 2.5040 2.0106 -0.6 0.3 0.6 -0.541
C 3.9767 2.5356 2.2240 -3.2 -1.4 -5.9 0.213
O 4.4996 2.8055 3.1830 2.9 1.8 5.3 -0.448
O 4.5384 2.1602 1.0286 1.3 -0.7 1.0 -0.456
C 3.6847 1.1104 0.5838 -1.2 0.0 -1.7 1.553
C 4.0239 0.7277 -0.8716 -0.4 0.7 0.2 -1.275
C 5.0302 1.6212 -1.5775 -0.2 -0.6 -0.5 -0.799
O 6.4085 1.3176 -1.2740 -0.1 1.0 0.0 -0.236
C 6.9762 0.4533 -2.1111 1.8 1.1 0.9 -0.017
O 6.4440 -0.4487 -2.6273 -1.7 -2.2 -1.5 -0.429
C 3.6249 -0.1368 1.4635 0.7 -0.2 -0.3 -2.608
C 4.9081 -0.9947 1.5206 -0.5 -0.2 1.2 1.043
C 6.1878 -0.2012 1.7953 -0.5 0.1 -0.9 -1.292
C 4.7211 -1.9750 2.7092 0.0 0.7 -0.4 -1.604
H 4.1286 4.5721 -0.1474 0.1 0.0 -0.1 0.101
H 3.6720 5.1115 1.4528 0.1 0.0 0.0 0.250
H 3.3642 6.1398 0.0685 -0.1 0.0 0.0 0.408
H 1.3935 5.0208 -0.4540 -0.1 0.0 0.0 0.521
H 1.4173 4.4577 1.1951 0.0 -0.1 0.1 0.349
H 1.1919 2.7846 -0.8936 -0.2 -0.1 0.1 0.666
H 2.8896 3.0675 -1.0666 0.1 -0.2 0.0 0.351
H -1.0589 1.6650 0.1391 -0.2 0.4 0.1 0.227
H 0.6656 -0.6205 2.4075 0.1 0.1 0.2 0.370
H -0.2468 -0.5912 0.0970 0.0 0.0 -0.4 0.282
H 4.3159 -0.3106 -0.9617 0.3 -0.1 0.1 0.615
H 3.0942 0.8076 -1.4402 0.0 -0.1 -0.1 0.463
H 4.8953 1.4708 -2.6490 0.0 -0.1 -0.1 0.421
H 4.8932 2.6810 -1.3999 0.1 0.0 0.4 0.353
H 8.0428 0.6383 -2.2937 0.1 0.3 0.5 0.399
H 3.2681 0.0727 2.4707 0.2 0.3 0.1 0.827
H 2.8538 -0.7717 1.0188 -0.1 0.0 -0.1 0.412
H 4.9477 -1.5917 0.6102 0.4 0.1 -0.1 0.278
H 6.4586 0.4072 0.9335 0.1 0.1 0.1 0.117
H 6.0029 0.4840 2.6228 0.3 -0.1 0.2 0.268
H 7.0086 -0.8866 1.9887 0.1 0.0 0.2 0.504
H 3.9434 -2.7150 2.5240 0.2 -0.2 -0.1 0.374
H 5.6897 -2.4112 2.9398 -0.2 -0.5 0.1 0.424
H 4.3988 -1.3909 3.5723 0.1 -0.1 0.2 0.379
C -4.1695 -2.9501 1.2647 -0.1 0.1 0.1 -0.730
C -4.8005 -2.4411 -0.0250 0.1 -0.2 -0.1 -0.207
C -4.2350 -1.0342 -0.1151 -0.1 0.2 0.1 -0.497
O -2.9424 -1.0712 0.5088 0.1 -0.2 0.0 -0.361
C -2.7917 -2.3101 1.2118 0.1 0.0 -0.1 -0.410
H -4.1297 -4.0363 1.3371 0.0 0.0 0.0 0.367
H -4.7256 -2.5707 2.1254 0.0 0.0 0.0 0.303
H -4.4523 -3.0401 -0.8704 0.0 0.0 0.0 0.207
H -5.8876 -2.4597 -0.0223 0.0 0.0 0.0 0.166
H -4.8559 -0.3196 0.4340 0.0 0.0 0.0 0.290
H -4.1326 -0.6859 -1.1429 0.1 0.0 0.0 0.267
H -2.0854 -2.9361 0.6529 0.0 -0.1 0.1 0.289
H -2.3768 -2.1174 2.2032 0.0 0.1 0.0 0.326
C -9.5944 -1.5764 -2.9374 0.0 0.1 -0.2 -0.538
C -9.4013 -3.0866 -2.9312 -0.1 -0.1 0.1 -0.570
C -7.9020 -3.2076 -2.7060 0.2 0.0 -0.1 -0.402
O -7.5122 -2.0732 -1.9237 -0.2 0.0 -0.1 -0.320
C -8.5904 -1.1305 -1.8859 0.0 0.0 0.2 -0.463
H -10.6123 -1.2619 -2.7115 0.0 0.0 0.0 0.328
H -9.3204 -1.1701 -3.9141 0.0 0.0 0.0 0.263
H -9.9437 -3.5274 -2.0911 0.0 0.0 0.0 0.270
H -9.7337 -3.5770 -3.8450 0.0 0.0 0.0 0.336
H -7.3533 -3.1727 -3.6531 0.0 -0.1 0.0 0.281
H -7.6271 -4.1230 -2.1799 0.1 0.0 0.0 0.267
H -9.0292 -1.1552 -0.8826 -0.1 0.1 0.0 0.268
H -8.2028 -0.1280 -2.0701 0.1 0.0 0.0 0.288
```
Positions in Å, forces in eV/Å.